1.
Here is C28H79AsF6N7O8 as an isolated structure at a distorted geometry from the OMol25 dataset. Energies are from wB97M-V/def2-TZVPD.

Values from the calculation:
**Spin multiplicity**: 2
**Strongest force on any atom**: 2.62 eV/A
**Frontier orbital gap (alpha / beta)**: 0.088 / 0.286 Eh
**HOMO energy (alpha / beta)**: 1.36 / -4.02 eV
**Total charge**: -2
**⟨S²⟩**: 0.752
**E**: -134269.7107 eV

Geometry as XYZ:
```
129
Properties=species:S:1:pos:R:3:mulliken_spin:R:1
As -0.44 -1.38 0.32 0.78
F 1.12 -2.09 -0.20 -0.02
F 0.42 -0.57 1.74 -0.06
F -2.13 -0.77 0.79 -0.03
F -1.14 -2.15 -1.15 0.00
F -0.77 -2.87 1.24 0.05
F -0.14 0.12 -0.60 0.12
O -0.34 -5.29 1.10 -0.03
H -0.54 -4.37 1.30 0.00
H 0.01 -5.27 0.21 0.00
C -3.03 2.52 -0.01 -0.01
C -2.93 2.61 1.57 -0.05
C -3.22 3.99 2.22 0.02
O -2.20 4.92 1.98 0.00
C -2.34 6.11 2.71 0.00
N -3.77 1.53 2.10 0.03
H -2.50 3.30 -0.55 0.00
H -4.07 2.60 -0.30 -0.01
H -2.65 1.58 -0.42 0.03
H -1.91 2.30 1.76 0.02
H -3.37 3.79 3.28 0.00
H -4.26 4.24 1.99 0.00
H -1.38 6.59 2.49 0.00
H -2.53 5.88 3.76 0.00
H -3.16 6.61 2.18 0.00
H -4.74 1.65 1.83 -0.02
H -3.38 0.70 1.69 0.01
C -2.28 -5.44 -1.55 0.00
C -3.39 -5.40 -0.55 -0.02
C -4.59 -4.53 -1.01 0.00
O -5.39 -4.25 0.18 -0.01
C -6.22 -3.12 -0.04 0.01
N -3.76 -6.81 -0.54 0.00
H -2.61 -5.75 -2.54 0.00
H -1.53 -6.14 -1.18 0.00
H -1.88 -4.43 -1.64 0.03
H -2.98 -4.90 0.33 0.01
H -5.17 -4.99 -1.81 0.00
H -4.15 -3.64 -1.44 0.01
H -6.82 -2.99 0.85 0.00
H -6.89 -3.38 -0.86 0.00
H -5.63 -2.22 -0.22 0.01
H -4.60 -6.90 0.02 0.00
H -4.01 -7.14 -1.46 0.00
C 4.79 -3.49 3.20 0.00
C 3.59 -3.32 2.22 0.01
C 3.47 -4.49 1.22 -0.01
O 4.60 -4.54 0.36 0.00
C 4.43 -5.38 -0.78 0.00
N 2.40 -3.12 3.06 -0.01
H 5.69 -3.38 2.59 0.00
H 4.94 -4.47 3.66 0.00
H 4.79 -2.88 4.10 0.00
H 3.79 -2.43 1.61 0.01
H 2.62 -4.31 0.56 0.01
H 3.39 -5.46 1.70 0.00
H 3.63 -4.96 -1.38 0.00
H 4.24 -6.43 -0.57 0.00
H 5.29 -5.23 -1.43 0.00
H 1.75 -2.61 2.47 -0.01
H 2.55 -2.59 3.91 0.00
C 2.57 0.19 -2.56 -0.03
C 3.31 -0.90 -3.45 0.00
C 2.87 -2.36 -3.10 -0.01
O 3.38 -3.21 -4.13 0.00
C 4.76 -3.51 -4.13 0.00
N 3.19 -0.48 -4.91 0.00
H 2.65 -0.05 -1.50 0.00
H 1.49 0.29 -2.63 0.03
H 2.93 1.20 -2.77 0.00
H 4.35 -0.94 -3.15 0.00
H 1.78 -2.39 -3.18 0.00
H 3.03 -2.80 -2.12 0.02
H 4.79 -4.47 -3.62 0.00
H 5.37 -2.83 -3.53 0.00
H 5.20 -3.47 -5.12 0.00
H 3.04 -1.29 -5.49 0.00
H 2.29 -0.04 -5.07 0.00
C 0.15 3.45 3.90 -0.01
C 1.25 2.55 4.60 0.01
C 1.01 2.66 6.12 0.01
O 1.25 3.98 6.60 0.00
C 0.73 4.01 7.92 0.00
N 1.05 1.18 4.18 0.00
H 0.19 4.49 4.22 0.00
H -0.85 3.02 3.95 0.00
H 0.55 3.42 2.88 0.00
H 2.24 2.90 4.29 0.00
H 1.63 1.90 6.58 0.00
H -0.03 2.37 6.27 0.00
H -0.35 3.95 7.75 0.00
H 1.00 4.90 8.49 0.00
H 1.11 3.18 8.52 0.00
H 1.13 1.19 3.18 0.01
H 0.07 1.00 4.27 -0.01
C 0.50 5.69 -2.07 0.00
C -0.17 4.98 -0.90 -0.01
C 0.56 4.69 0.38 -0.01
O 1.86 4.13 0.12 -0.01
C 1.77 2.70 -0.05 0.02
N -1.38 5.80 -0.64 0.00
H 1.28 5.23 -2.68 0.00
H 0.87 6.63 -1.65 0.00
H -0.18 5.98 -2.87 0.00
H -0.52 4.03 -1.30 0.01
H -0.02 4.03 1.02 0.00
H 0.73 5.58 1.00 0.00
H 2.72 2.33 -0.44 0.00
H 1.01 2.52 -0.80 0.03
H 1.63 2.19 0.90 0.02
H -1.82 5.30 0.12 0.00
H -1.06 6.66 -0.23 0.00
C -2.84 0.01 -3.54 -0.01
C -1.53 -0.08 -4.31 0.00
C -0.84 1.30 -4.37 -0.01
O 0.51 1.26 -4.87 0.00
C 1.10 2.54 -4.74 0.00
N -0.68 -1.12 -3.69 0.01
H -3.45 0.89 -3.73 0.00
H -2.68 -0.04 -2.46 0.02
H -3.52 -0.80 -3.81 0.00
H -1.71 -0.47 -5.31 0.00
H -0.90 1.72 -3.36 0.02
H -1.43 1.92 -5.03 0.00
H 0.46 3.26 -5.25 0.00
H 2.13 2.65 -5.08 0.00
H 1.21 2.79 -3.69 0.00
H -0.16 -0.82 -2.87 -0.01
H -1.30 -1.71 -3.15 0.02
```

=====

2.
Here is a 10-piece molecular cluster, C28H79N3O18 overall at a distorted geometry from the OMol25 dataset. Energies are from wB97M-V/def2-TZVPD.

Values from the calculation:
**Spin multiplicity**: 1
**Strongest force on any atom**: 2.53 eV/A
**Frontier orbital gap**: 0.296 Eh
**SMILES**: COCCNCCOC.COCCNCCOC.COCCNCCOC.OCCO.OCCO.OCCO.OCCO.OCCO.O.O
**HOMO energy**: -8.30 eV
**Total charge**: 0
**E**: -71633.9146 eV

Geometry as XYZ:
```
128
Properties=species:S:1:pos:R:3:mulliken_charge:R:1
C -5.22 1.71 -1.90 -0.64
O -4.26 0.99 -2.70 -0.45
C -2.97 0.83 -2.13 0.19
C -2.91 -0.45 -1.33 -0.26
N -3.07 -1.61 -2.22 -0.45
C -3.75 -2.70 -1.50 -0.27
C -4.13 -3.93 -2.33 -0.68
O -3.18 -4.96 -2.05 -0.26
C -2.88 -5.76 -3.17 -0.80
H -5.22 1.55 -0.82 0.28
H -6.18 1.40 -2.31 0.34
H -4.96 2.74 -2.15 0.16
H -2.63 1.66 -1.50 -0.23
H -2.30 0.81 -2.99 0.30
H -3.72 -0.38 -0.58 0.15
H -2.00 -0.54 -0.73 0.24
H -3.70 -1.22 -2.92 0.36
H -4.67 -2.32 -1.02 0.32
H -3.08 -2.94 -0.67 0.17
H -4.19 -3.68 -3.39 0.37
H -5.11 -4.21 -1.95 0.32
H -2.02 -6.39 -2.94 0.21
H -2.62 -5.18 -4.06 0.36
H -3.77 -6.37 -3.38 0.33
C 0.36 -4.57 5.26 -0.80
O 0.54 -3.99 3.99 -0.26
C -0.61 -3.97 3.17 -0.58
C -0.32 -3.92 1.67 0.06
N 0.56 -5.06 1.40 -0.30
C 1.20 -5.18 0.10 0.09
C 2.01 -6.45 -0.06 -0.92
O 3.37 -6.16 0.24 -0.21
C 4.20 -7.26 0.00 -0.85
H -0.28 -3.94 5.88 0.28
H 1.34 -4.51 5.74 0.23
H 0.08 -5.62 5.21 0.35
H -1.19 -3.05 3.34 0.11
H -1.30 -4.77 3.42 0.46
H 0.14 -2.95 1.45 -0.02
H -1.28 -4.03 1.17 0.16
H 1.29 -4.98 2.09 0.28
H 1.86 -4.32 -0.08 -0.19
H 0.41 -5.23 -0.66 0.37
H 1.87 -6.83 -1.08 0.47
H 1.59 -7.23 0.59 0.36
H 3.96 -8.20 0.51 0.31
H 5.16 -6.99 0.45 0.26
H 4.45 -7.42 -1.06 0.32
C -5.86 5.42 -0.78 -0.69
O -5.52 6.63 -1.40 -0.42
C -4.76 7.52 -0.61 -0.56
C -3.24 7.31 -0.72 -0.64
N -2.78 5.94 -0.46 -0.17
C -2.61 5.01 -1.55 -0.35
C -1.33 5.20 -2.38 -0.72
O -0.17 4.85 -1.62 -0.21
C 0.94 4.49 -2.41 -0.69
H -6.83 5.44 -0.28 0.39
H -5.17 5.13 0.02 0.32
H -5.92 4.62 -1.52 0.19
H -5.14 7.48 0.41 0.31
H -4.95 8.54 -0.94 0.38
H -2.74 7.97 0.00 0.47
H -2.84 7.75 -1.65 0.27
H -1.94 6.10 0.09 0.29
H -3.46 5.09 -2.23 0.30
H -2.55 4.03 -1.07 0.05
H -1.17 6.25 -2.67 0.33
H -1.34 4.73 -3.37 0.51
H 0.71 3.73 -3.17 0.40
H 1.59 3.85 -1.80 -0.14
H 1.43 5.29 -2.96 0.39
O 5.29 0.09 1.13 -0.39
C 5.65 -1.24 1.51 -0.28
C 6.77 -1.75 0.60 -0.29
O 7.90 -2.31 1.27 -0.56
H 4.74 0.47 1.82 0.19
H 6.10 -1.23 2.52 0.34
H 4.72 -1.81 1.56 0.34
H 7.18 -0.95 -0.01 0.25
H 6.27 -2.50 -0.02 0.15
H 7.54 -2.88 1.96 0.31
O 1.48 -1.12 -2.12 -0.51
C 2.59 -1.64 -1.38 1.15
C 3.45 -2.36 -2.38 -0.16
O 2.73 -3.47 -2.99 -0.54
H 0.88 -1.84 -2.35 0.32
H 3.07 -0.80 -0.87 -0.50
H 2.24 -2.24 -0.54 -0.60
H 4.33 -2.82 -1.90 0.17
H 3.72 -1.77 -3.25 0.39
H 3.38 -3.80 -3.62 0.30
O -3.09 0.99 5.28 -0.54
C -3.52 0.43 4.04 0.04
C -3.66 -1.08 4.14 -0.35
O -4.75 -1.54 4.92 -0.54
H -3.63 0.50 5.92 0.35
H -4.46 0.82 3.62 0.24
H -2.73 0.68 3.33 -0.05
H -2.73 -1.51 4.53 0.22
H -3.66 -1.46 3.11 0.29
H -4.52 -2.39 5.29 0.32
O -0.68 0.56 1.25 -0.14
C -0.15 1.87 1.18 -0.94
C 1.18 1.89 0.38 0.00
O 2.01 0.85 0.84 0.02
H 0.08 0.04 1.56 0.12
H -0.84 2.68 0.93 0.45
H 0.23 2.05 2.20 0.26
H 1.65 2.84 0.67 0.14
H 0.98 1.82 -0.69 0.22
H 2.58 1.17 1.55 -0.06
O 3.98 2.96 -2.63 -0.54
C 4.49 2.63 -1.36 0.19
C 6.01 2.71 -1.36 -0.52
O 6.32 4.10 -1.58 -0.55
H 4.37 3.79 -2.93 0.36
H 4.06 3.34 -0.64 0.07
H 4.20 1.66 -0.96 0.06
H 6.39 2.18 -2.24 0.27
H 6.49 2.34 -0.45 0.34
H 7.14 4.34 -1.16 0.30
O 3.71 2.04 2.78 -0.65
H 3.16 2.58 3.37 0.25
H 4.52 2.56 2.66 0.28
O -0.28 5.93 0.91 -0.72
H -0.10 5.25 1.57 0.28
H 0.02 5.53 0.06 0.46
```

=====

3.
Here is a 9-piece molecular cluster, C28H79N5O11 overall at a distorted geometry from the OMol25 dataset. Energies are from wB97M-V/def2-TZVPD.

Values from the calculation:
**Spin multiplicity**: 1
**Strongest force on any atom**: 3.06 eV/A
**Frontier orbital gap**: 0.344 Eh
**SMILES**: COC[C@H](C)N.COC[C@H](C)N.COC[C@H](C)N.COCCNCCOC.COCCNCCOC.CO.CO.CO.CO
**HOMO energy**: -9.19 eV
**Energy relative to the best compared isomer or geometry (same formula, charge and spin)**: 143.85 kcal/mol
**Total charge**: 0
**E**: -60278.6183 eV

Geometry as XYZ:
```
123
Properties=species:S:1:pos:R:3:mulliken_charge:R:1
C 4.24 -0.15 -4.73 -0.64
O 3.59 -0.28 -5.95 -0.30
C 3.32 0.93 -6.64 -0.83
C 2.30 1.85 -5.88 0.70
C 0.88 1.43 -5.83 -1.43
N 2.33 3.16 -6.46 -0.84
H 5.13 0.47 -4.71 0.32
H 4.47 -1.21 -4.63 0.25
H 3.58 0.20 -3.93 0.20
H 4.27 1.45 -6.82 0.36
H 2.89 0.83 -7.64 0.34
H 2.69 2.11 -4.90 0.33
H 0.45 1.34 -6.83 0.34
H 0.23 2.25 -5.53 0.42
H 0.80 0.64 -5.08 0.27
H 1.69 3.67 -5.86 0.26
H 3.24 3.57 -6.34 0.25
C 0.72 -5.58 -4.39 -0.67
O -0.08 -5.38 -5.50 -0.34
C -0.73 -4.09 -5.72 -0.59
C -1.67 -4.25 -6.93 0.34
C -2.67 -3.09 -7.31 -1.29
N -2.41 -5.46 -6.83 -0.71
H 1.26 -6.52 -4.45 0.24
H 0.13 -5.52 -3.48 0.28
H 1.47 -4.79 -4.33 0.24
H -1.41 -3.99 -4.88 0.26
H -0.03 -3.26 -5.58 0.47
H -1.01 -4.52 -7.75 0.31
H -3.21 -3.46 -8.18 0.33
H -2.29 -2.11 -7.58 0.34
H -3.42 -2.91 -6.54 0.27
H -2.45 -5.94 -7.71 0.25
H -1.75 -6.14 -6.48 0.28
C -8.98 -6.05 0.16 -0.79
O -7.86 -5.91 -0.67 -0.33
C -8.16 -5.98 -2.07 -0.75
C -6.92 -6.00 -2.91 0.36
C -6.44 -4.54 -2.94 -1.25
N -7.19 -6.45 -4.28 -0.74
H -9.94 -6.20 -0.34 0.36
H -9.04 -5.04 0.57 0.28
H -8.81 -6.63 1.06 0.24
H -8.61 -6.96 -2.21 0.43
H -8.84 -5.17 -2.36 0.27
H -6.19 -6.68 -2.47 0.40
H -6.34 -4.10 -1.95 0.32
H -7.14 -4.01 -3.59 0.34
H -5.49 -4.57 -3.48 0.29
H -6.28 -6.59 -4.69 0.28
H -7.57 -5.72 -4.86 0.27
C 6.31 3.04 1.69 -0.66
O 7.21 4.10 2.18 -0.37
C 6.67 4.80 3.31 -0.46
C 7.69 5.67 4.05 -0.42
N 6.99 6.67 4.90 -0.38
C 7.86 7.66 5.60 -0.74
C 8.85 7.00 6.55 -0.40
O 8.17 6.31 7.67 -0.35
C 9.09 5.34 8.36 -0.72
H 6.63 2.18 2.28 0.26
H 6.41 2.76 0.64 0.26
H 5.27 3.32 1.88 0.29
H 6.35 4.13 4.11 0.29
H 5.93 5.41 2.80 0.33
H 8.12 6.36 3.33 0.32
H 8.43 5.06 4.57 0.17
H 6.77 6.12 5.72 0.31
H 7.25 8.45 6.04 0.31
H 8.42 8.19 4.83 0.36
H 9.57 7.66 7.02 0.44
H 9.41 6.19 6.08 0.30
H 9.60 4.63 7.72 0.30
H 8.67 4.77 9.19 0.28
H 9.83 6.00 8.80 0.30
C -2.54 3.36 -0.08 -0.66
O -2.29 2.09 -0.59 -0.35
C -0.90 1.95 -0.55 -0.71
C -0.48 0.45 -0.63 -0.64
N -0.69 -0.15 0.68 -0.18
C -0.39 -1.57 0.63 -0.55
C -0.90 -2.27 1.89 -0.52
O -2.38 -2.42 2.00 -0.33
C -3.01 -2.99 0.91 -0.77
H -2.27 3.20 0.97 0.28
H -3.62 3.41 -0.15 0.25
H -2.06 4.14 -0.66 0.27
H -0.47 2.33 0.38 0.35
H -0.43 2.57 -1.31 0.51
H 0.55 0.48 -0.99 0.39
H -1.14 -0.01 -1.35 0.36
H -1.66 -0.04 0.94 0.17
H 0.69 -1.68 0.57 0.36
H -0.98 -1.89 -0.23 0.34
H -0.50 -1.69 2.72 0.09
H -0.44 -3.21 2.18 0.45
H -3.00 -2.40 -0.02 0.27
H -4.07 -3.09 1.13 0.27
H -2.56 -3.98 0.80 0.38
C 0.40 6.42 2.52 -0.49
O -0.29 7.51 3.13 -0.49
H 0.25 6.44 1.45 0.21
H 1.48 6.49 2.63 0.26
H 0.13 5.44 2.92 0.21
H -0.19 7.31 4.06 0.30
C -3.83 0.91 4.02 -0.55
O -4.51 0.34 2.91 -0.52
H -3.01 0.24 4.30 0.21
H -3.41 1.89 3.80 0.23
H -4.49 1.07 4.87 0.29
H -4.22 -0.56 2.75 0.31
C 1.84 0.27 5.70 -0.55
O 2.37 0.23 4.39 -0.48
H 1.86 -0.70 6.20 0.23
H 2.39 0.99 6.31 0.24
H 0.82 0.61 5.59 0.23
H 1.54 -0.02 3.98 0.32
C -5.72 -3.55 6.16 -0.49
O -6.22 -4.20 7.34 -0.52
H -6.07 -4.10 5.28 0.26
H -6.11 -2.55 5.97 0.24
H -4.65 -3.72 6.05 0.22
H -7.10 -3.86 7.54 0.29
```

=====

Which of these has the lowest E?
C28H79AsF6N7O8